# C48H68CsNO9

A molecular structure, C48H68CsNO9 in a non-equilibrium geometry (the ωB97M-V functional and the def2-TZVPD basis, the OMol25 dataset).

Values from the calculation:
net charge = -2
total energy = -71314.5439 eV
HOMO = -2.469 eV
LUMO level = 3.554 eV
energy above the lowest of the compared OMol25 structures with the same formula, charge and spin = 760.2 kcal per mole

Each line ends with the Mulliken charge.
Atoms and positions in Å:
Cs (2.5317, -3.2180, -1.6536)  1.40
C (-1.2821, -4.2768, -0.8127)  -0.88
O (-0.5365, -3.0859, -0.9064)  -0.26
C (-1.0978, -1.9075, -0.4843)  0.12
C (-1.8770, -1.2345, -1.3184)  -0.06
C (-1.9843, -1.5434, -2.7997)  -1.93
C (-1.2967, -0.4255, -3.5757)  -0.27
C (-2.1749, 0.5811, -4.1543)  -1.32
C (-1.5794, 1.7182, -4.6932)  0.04
C (-0.1909, 1.8146, -4.5746)  -0.07
C (0.6445, 0.8390, -4.0306)  -0.83
C (2.1281, 1.0527, -3.5882)  -2.10
C (2.1433, 1.4743, -2.0142)  -0.32
C (1.2191, 2.4251, -1.5920)  -0.58
C (1.1269, 2.7895, -0.2526)  0.37
C (1.8544, 2.1408, 0.7485)  -0.38
C (2.9383, 1.2605, 0.3831)  -0.09
C (3.5753, 0.5995, 1.5479)  -1.36
C (2.6163, -0.0412, 2.4200)  -0.26
C (2.2187, 0.6373, 3.6130)  -1.45
C (1.0146, 0.2065, 4.2893)  0.18
C (0.2906, -0.7698, 3.6802)  -3.23
C (0.6581, -1.5102, 2.6245)  -0.24
C (-0.2747, -2.4307, 1.8338)  -2.22
C (-1.0742, -1.6597, 0.8745)  0.18
C (-1.7963, -0.5786, 1.3223)  0.54
C (-2.6163, 0.1232, 0.5769)  1.33
C (-2.7098, -0.1890, -0.8140)  -0.32
C (-3.6915, 0.9721, 1.2339)  1.80
C (-4.4340, 0.0193, 2.0797)  -2.36
C (-3.2709, 2.0712, 2.0675)  -0.96
C (-4.8007, 1.4418, 0.1267)  -1.28
C (1.9307, -1.2218, 1.9409)  1.44
O (2.3920, -1.8459, 0.9197)  -0.33
C (0.5206, 1.0456, 5.4991)  2.95
C (-0.5049, 2.0536, 4.9699)  -1.83
C (1.7250, 1.6750, 6.1596)  -1.85
C (-0.0954, 0.1091, 6.4061)  -1.12
C (2.8940, 0.8691, -0.9458)  0.86
O (3.9555, -0.0268, -1.2148)  -0.02
C (5.1029, 0.6642, -1.7546)  -1.10
C (0.1671, 3.9274, -0.0625)  1.78
C (-1.1660, 3.5957, -0.5750)  -0.46
C (0.8303, 5.1819, -0.6987)  -1.69
C (0.0358, 4.4005, 1.4866)  -0.43
C (0.1089, -0.3884, -3.5732)  0.71
O (0.7599, -1.3130, -3.0308)  -0.62
C (-2.4897, 2.9320, -5.0970)  2.15
C (-3.4929, 2.4949, -6.2383)  -2.24
C (-3.4296, 3.2905, -3.9302)  -1.29
C (-1.6742, 4.1919, -5.4951)  -1.49
H (-1.7551, -4.4814, -2.0522)  0.13
H (-1.9533, -4.2668, 0.0590)  0.28
H (-0.5573, -5.0398, -0.7535)  0.32
H (-3.2849, -1.7711, -3.2043)  0.02
H (-1.3535, -2.3913, -2.8866)  0.46
H (-3.1334, 0.5539, -3.9002)  1.20
H (0.2204, 2.9192, -4.7767)  0.15
H (2.6991, 1.8057, -4.1414)  0.58
H (2.6549, 0.1993, -3.6505)  0.75
H (0.6888, 2.7109, -2.4467)  0.45
H (1.7846, 2.5160, 1.7088)  0.90
H (4.0845, 1.3637, 2.1498)  0.44
H (4.8385, -0.4100, 1.1928)  0.10
H (2.7937, 1.3194, 3.8949)  1.55
H (-0.4321, -1.0123, 4.2273)  1.69
H (-1.3168, -2.9386, 2.6566)  0.25
H (-0.0011, -3.3504, 1.4841)  1.56
H (-1.5239, -0.0836, 2.7429)  -0.31
H (-3.3342, 0.2736, -1.5033)  0.60
H (-3.7213, -0.6187, 2.8690)  0.17
H (-4.7900, -0.6326, 1.6847)  1.21
H (-5.5000, 0.4415, 2.5684)  0.28
H (-2.3051, 1.9021, 2.8607)  -0.56
H (-3.8933, 2.6025, 2.8253)  0.51
H (-2.9629, 3.2249, 1.5908)  0.00
H (-5.2110, 0.5098, -0.3050)  0.38
H (-4.1381, 1.9989, -0.5574)  0.27
H (-5.4104, 2.5996, 0.5573)  0.23
H (-0.0351, 2.9198, 4.4863)  0.19
H (-0.9698, 2.5723, 5.9957)  0.36
H (-1.2986, 1.6855, 4.4398)  0.50
H (1.9246, 2.9931, 5.8291)  0.26
H (2.6618, 1.1433, 6.1911)  0.44
H (1.4728, 2.1913, 7.4988)  0.22
H (-0.8904, -0.8673, 5.9766)  0.23
H (-0.7713, 0.2762, 7.5544)  0.14
H (0.7302, -0.6791, 6.9762)  0.25
H (5.4123, 1.4382, -1.0630)  0.32
H (4.7152, 1.1209, -2.6211)  0.47
H (6.0209, -0.3615, -2.0760)  0.10
H (-1.9974, 3.7755, -1.7088)  -0.23
H (-1.9748, 4.4547, -0.1381)  0.34
H (-2.1870, 2.3502, -0.7729)  -0.35
H (0.6784, 5.1568, -1.7205)  0.48
H (2.0473, 5.5841, -0.3592)  0.28
H (0.4551, 6.4572, -0.4754)  0.21
H (-0.1324, 3.1864, 2.1692)  -0.42
H (-0.6956, 5.5292, 1.4877)  0.20
H (1.0390, 4.3216, 2.4608)  0.19
H (-4.1936, 1.9658, -5.8667)  0.59
H (-2.8957, 1.9124, -6.9008)  0.48
H (-4.0185, 3.2777, -6.6955)  0.52
H (-3.8052, 2.3118, -3.3760)  0.18
H (-4.2425, 4.0022, -4.1817)  0.43
H (-2.6671, 3.3670, -2.6601)  0.03
H (-0.9785, 3.8056, -6.4457)  0.26
H (-0.9167, 4.4811, -4.5775)  0.04
H (-2.4324, 4.9627, -5.6485)  0.54
N (3.5321, -7.2503, 1.7339)  -0.64
C (2.6112, -8.1710, 1.0586)  -0.86
C (2.0508, -7.8348, -0.3079)  1.05
O (2.2796, -6.6947, -0.7812)  -0.83
O (1.4906, -8.6881, -1.0030)  -0.83
H (3.1329, -6.2442, 1.7260)  0.39
H (4.3842, -7.2376, 1.2136)  0.31
H (1.7773, -8.3975, 1.7826)  0.22
H (3.0643, -9.1404, 1.0263)  0.43
O (1.9044, -4.6625, 1.6530)  -0.80
H (2.0295, -3.7232, 1.2976)  -0.01
H (1.8044, -5.2379, 0.8534)  0.34
O (4.8151, -3.0535, 0.7614)  -0.82
H (4.1637, -2.2993, 0.9618)  0.27
H (4.3238, -3.8242, 1.0611)  0.38
O (2.8144, -7.8669, -3.2113)  -0.70
H (2.3647, -8.6661, -2.8888)  0.33
H (2.3731, -7.2184, -2.5326)  0.29